DFT (ωB97M-V with the def2-TZVPD basis set) results for C24H39BeCl2Cs2FIN2NaO13 as an isolated structure in a non-equilibrium geometry.

Geometry (Å):
C 4.3353 -1.2416 -1.0114
N 4.5474 -0.3245 -2.1332
C 3.3856 -0.0412 -2.9166
N 2.5513 0.9799 -2.2365
C 1.1923 0.6495 -1.9953
O 0.2907 1.1312 -3.0233
C -0.6369 2.0013 -2.5559
C -0.2765 3.3087 -2.1885
C -1.1959 4.2179 -1.6606
C -0.8012 5.5941 -1.2279
C -2.5099 3.8038 -1.5495
C -2.8556 2.5240 -1.9063
C -1.9615 1.5933 -2.4008
C -2.5103 0.1901 -2.6719
C -1.8836 -0.4631 -3.9045
C -2.2881 -0.6949 -1.4261
C 2.7161 2.2837 -2.7892
O 2.5255 2.5770 -3.9335
O 3.0714 3.2509 -1.9219
I 3.4192 2.8779 0.0079
H 3.3181 -1.6411 -1.0168
H 4.4825 -0.7297 -0.0606
H 5.0347 -2.0716 -1.0546
H 5.2664 -0.6860 -2.7411
H 3.7194 0.3712 -3.8663
H 2.7579 -0.9131 -3.1346
H 1.0874 -0.4334 -1.9776
H 0.8587 1.0332 -1.0221
H 0.7440 3.6636 -2.2484
H -0.3128 6.1276 -2.0445
H -0.1189 5.5216 -0.3848
H -1.6751 6.1582 -0.9197
H -3.2761 4.4536 -1.1521
H -3.8879 2.2240 -1.7599
H -3.5732 0.3048 -2.8702
H -2.0235 0.1304 -4.8026
H -0.8326 -0.6637 -3.7856
H -2.3435 -1.4356 -4.0838
H -3.1388 -1.3278 -1.2003
H -1.4117 -1.3157 -1.6008
H -2.0574 -0.0875 -0.5587
Na -1.6985 1.2353 0.3699
C -4.8634 -0.0641 5.0630
O -4.3747 0.7905 6.1053
C -3.4755 1.6923 5.7697
O -2.9922 1.8277 4.6448
O -3.1789 2.4194 6.8151
C -2.2111 3.4696 6.6220
H -5.5791 -0.7250 5.5394
H -5.3541 0.5235 4.2901
H -4.0533 -0.6523 4.6309
H -2.5746 4.1844 5.8884
H -1.2570 3.0524 6.3073
H -2.1068 3.9462 7.5897
C -2.2925 -1.3275 8.0937
C -1.9515 -1.7584 6.6873
O -0.8329 -2.6296 6.6208
C -1.1173 -3.9208 6.8955
O -2.2172 -4.3403 7.1347
O 0.0078 -4.6070 6.8397
C -0.1204 -6.0039 7.1644
H -1.4128 -0.9177 8.5899
H -3.0789 -0.5727 8.0862
H -2.6396 -2.1859 8.6668
H -1.6258 -0.8771 6.0854
H -2.8064 -2.2077 6.1787
H -0.8996 -6.4653 6.5636
H -0.3457 -6.1203 8.2218
H 0.8432 -6.4461 6.9373
Cl 0.4302 -0.9240 -5.8765
Cs -0.9825 4.1617 -4.6230
Cl 1.9829 6.8210 -3.4285
C 4.4066 -1.8104 -6.0876
C 3.4781 -2.9496 -6.4456
O 3.9882 -4.0232 -5.6853
C 4.5987 -3.4955 -4.5810
O 4.8964 -4.1013 -3.6130
O 4.7753 -2.1592 -4.7492
F 3.5285 -3.2604 -7.7703
H 5.2898 -1.8054 -6.7282
H 3.9235 -0.8374 -6.1131
H 2.4413 -2.7728 -6.1599
Cs -0.9383 -3.0417 -5.9714
O 5.2837 -1.7745 -9.8241
H 4.7157 -2.4559 -9.4077
Be -1.3420 0.2083 4.3931

Force components x, y, z for each atom (eV/Å):
0.042 0.324 0.059
-0.023 -0.281 -0.031
0.349 0.336 -0.097
-0.179 -0.370 -0.402
0.270 -0.174 -0.126
-0.094 0.115 0.456
0.199 0.191 0.778
0.253 -0.456 1.860
0.079 -0.155 0.573
-0.043 -0.134 -0.194
-0.189 0.222 0.335
-0.952 -0.158 0.154
-0.353 -0.663 -0.417
0.700 0.167 -0.243
-0.580 -0.306 0.361
0.167 -0.002 -0.593
0.194 0.188 0.288
0.101 -0.021 0.072
-0.147 -0.017 0.110
-0.017 -0.015 -0.156
-0.046 -0.151 -0.037
-0.029 0.033 0.077
-0.007 -0.112 -0.017
0.085 0.050 -0.046
-0.082 -0.044 -0.151
-0.152 -0.036 0.112
0.160 -0.117 -0.017
-0.051 0.298 -0.028
0.241 -0.184 -0.218
0.287 0.131 0.136
0.237 0.205 -0.038
-0.074 0.083 0.062
0.025 0.196 0.005
-0.080 -0.054 -0.166
-0.147 0.050 0.203
0.093 0.114 -0.051
0.213 0.255 0.044
-0.419 0.047 0.129
-0.049 -0.105 0.090
0.045 -0.170 0.172
-0.549 -1.423 -0.651
0.464 1.610 1.075
-0.109 -0.072 -0.069
0.112 0.048 -0.035
-0.379 0.145 0.303
0.557 -0.633 -0.012
0.040 -0.036 -0.077
0.060 0.108 0.044
0.011 0.013 0.041
0.030 0.026 -0.007
0.016 0.025 -0.002
-0.006 -0.027 -0.034
-0.008 -0.016 -0.028
-0.029 -0.030 0.023
0.144 -0.033 0.079
-0.158 0.138 -0.028
0.055 0.007 -0.010
0.000 0.015 -0.018
-0.008 -0.017 -0.005
0.013 -0.003 -0.005
0.057 -0.090 -0.006
-0.007 0.035 -0.014
-0.015 -0.007 -0.020
-0.042 -0.006 -0.020
-0.057 -0.105 0.203
0.007 -0.034 0.020
-0.037 0.023 0.013
-0.051 0.012 -0.003
0.024 0.041 0.002
2.982 3.796 -0.042
-0.043 1.055 -2.735
-0.308 -0.329 -0.047
-0.023 0.121 -0.113
0.113 0.079 0.060
-0.064 0.040 0.191
-0.023 0.045 -0.192
0.037 -0.020 0.072
0.040 -0.014 -0.010
0.033 -0.110 0.020
-0.008 -0.051 -0.029
-0.049 -0.015 0.147
-0.067 0.090 -0.224
-2.495 -4.199 -0.487
-0.057 0.011 0.121
0.024 -0.009 -0.062
-0.252 0.520 -0.480

Properties
total energy = -3559.924793 Ha
LUMO level = -10.90 eV
charge = +2
HOMO-LUMO gap = 1.05 eV

And the Mulliken charges, in e, turn out to be: -0.851 -0.303 -1.052 0.554 -0.425 -0.608 0.829 -2.347 0.925 -0.966 -1.090 -0.479 -0.565 1.063 -1.711 -1.211 0.758 -0.518 -0.657 0.254 0.196 0.250 0.382 0.388 0.443 0.393 0.369 0.042 1.348 0.073 0.273 0.451 0.468 0.435 0.684 0.360 0.310 0.526 0.348 0.402 -0.034 0.878 -0.514 -0.279 0.862 -0.533 -0.290 -0.601 0.238 0.286 0.195 0.295 0.265 0.241 -1.314 0.907 -0.358 0.723 -0.538 -0.350 -0.635 0.359 0.360 0.368 -0.694 0.389 0.308 0.304 0.229 -0.865 1.171 -0.336 -0.377 0.678 -0.328 0.571 -0.478 -0.310 -0.301 0.314 0.267 -0.066 1.012 -0.276 0.381 0.134



DFT (ωB97M-V with the def2-TZVPD basis set) results for a 2-piece molecular cluster, C24H39BrN3O4S overall in a non-equilibrium geometry.

Geometry (Å):
C 3.6027 1.7960 2.4722
C 2.7586 3.1163 2.6088
C 1.8046 3.4066 1.3866
C 0.6465 2.3053 1.2310
C -0.6640 2.6640 2.0491
C 0.4147 1.9517 -0.2691
C 0.9879 0.6660 -0.7454
C 0.8776 0.2390 -2.1350
C 1.4732 -1.0627 -2.7523
O 0.8967 -1.5226 -3.7007
O 2.6299 -1.6843 -2.3189
C 2.5509 -2.0772 -0.9225
C 3.2315 -3.4591 -0.6016
C 2.3858 -4.1154 0.5832
C 2.7831 -3.5424 1.9960
S 2.1946 -4.7851 3.2511
C 1.5072 -3.8905 4.6514
N 1.8836 -2.7137 5.2506
N 1.0296 -2.5604 6.2708
C 0.1003 -3.5286 6.3641
O 0.4253 -4.3906 5.3157
C 0.1261 1.1233 -3.0571
C -0.4053 2.3569 -2.5384
N -0.2332 2.7260 -1.2057
C -0.8085 4.0590 -0.8398
C -2.3512 3.7924 -0.5019
C -3.2770 3.7767 -1.7751
Br -3.0882 5.0908 0.7892
H 4.0071 1.6263 1.4351
H 4.4093 1.6934 3.2479
H 2.9040 0.9231 2.6642
H 3.4967 3.9724 2.6334
H 2.2091 3.1577 3.5902
H 1.4046 4.4517 1.4394
H 2.4187 3.3277 0.4377
H 1.0720 1.3817 1.7213
H -0.4457 2.4858 3.1405
H -1.5256 2.0613 1.6730
H -0.8403 3.7744 1.9721
H 1.5126 0.0375 0.0043
H 1.4830 -2.0130 -0.5620
H 3.1129 -1.2916 -0.3273
H 4.2538 -3.2732 -0.1631
H 3.2862 -4.1307 -1.4972
H 2.4882 -5.2347 0.6117
H 1.2890 -3.8828 0.4361
H 2.4046 -2.5083 2.1984
H 3.9043 -3.5113 2.1153
H -0.7308 -3.6440 7.0917
H -0.0056 0.8322 -4.1262
H -0.9623 3.0220 -3.2389
H -0.3281 4.4985 0.0641
H -0.7982 4.7454 -1.7310
H -2.4658 2.7784 -0.0237
H -3.1055 2.8468 -2.3946
H -3.1680 4.6961 -2.4132
H -4.3645 3.7341 -1.4804
C -4.6856 -2.5798 -3.6374
C -3.4190 -1.7944 -3.9306
O -3.2862 -0.6136 -3.1472
C -3.2407 -0.7934 -1.7418
C -2.0831 -1.6602 -1.2770
H -5.5677 -1.9544 -3.7955
H -4.7511 -3.4514 -4.2912
H -4.7170 -2.9344 -2.6059
H -3.4375 -1.4715 -4.9728
H -2.5310 -2.4247 -3.8186
H -4.1958 -1.1860 -1.3789
H -3.1332 0.2054 -1.3068
H -2.1420 -2.6736 -1.6761
H -2.0743 -1.7298 -0.1865
H -1.1347 -1.2328 -1.6092

Force components x, y, z for each atom (eV/Å):
-1.160 -0.813 0.198
0.823 0.666 -0.263
0.282 -0.812 -0.458
0.057 0.412 0.404
1.022 0.562 -0.053
0.836 -2.331 -1.100
-0.912 1.178 -1.395
-0.469 2.224 1.100
-0.098 -0.797 -0.790
0.251 0.669 0.468
-1.466 0.756 0.636
0.930 0.747 1.328
-0.746 0.110 0.950
-0.277 0.218 0.060
0.686 0.131 0.002
-0.673 0.643 0.717
-0.188 2.458 1.737
-0.835 -3.349 -1.675
-2.610 0.094 2.067
4.211 1.650 -2.503
-0.656 -0.874 -0.253
0.370 0.401 2.175
1.210 -2.392 -0.551
0.533 0.018 -0.377
-2.024 0.166 0.500
-0.536 -0.724 -0.818
-0.382 -0.104 -0.034
0.529 -0.308 -0.514
-0.176 0.476 1.020
-0.733 0.352 -0.887
0.826 0.730 -0.156
-0.856 -0.759 0.031
0.439 -0.187 -0.983
0.168 -0.932 0.029
-0.429 0.287 1.047
-0.516 0.761 -0.954
-0.417 -0.095 -1.175
0.597 0.569 0.703
-0.226 -1.251 -0.012
-0.514 0.741 -0.704
0.947 -0.545 -0.533
-0.553 -0.760 -0.577
-0.868 -0.233 -0.932
-0.105 0.719 0.821
0.047 1.075 -0.174
1.091 -0.498 0.064
0.097 -0.992 -0.084
-1.139 0.003 -0.207
0.936 -0.236 -0.982
0.066 0.354 1.162
0.602 -0.389 1.094
-0.038 -0.487 -1.056
0.450 -0.706 1.004
0.273 1.217 -0.292
-0.016 0.989 0.590
0.102 -0.853 0.634
1.213 0.022 -0.109
-0.067 0.085 0.142
-0.104 -0.254 -0.062
0.155 0.387 0.016
-0.029 -0.138 -0.082
0.058 -0.120 0.010
0.060 -0.052 -0.043
0.017 0.072 0.013
0.032 -0.090 -0.038
0.056 0.185 0.120
-0.007 -0.027 0.046
0.046 -0.059 0.049
-0.044 0.054 -0.166
-0.046 0.010 0.070
-0.017 0.016 -0.027
-0.090 -0.042 0.012

Properties
total energy = -4374.938702 Ha
LUMO level = -4.65 eV
charge = +1
ΔE to the lowest compared entry with this formula, charge and spin = 77.3 kcal/mol
HOMO-LUMO gap = 6.30 eV

And the Mulliken charges, in e, turn out to be: -0.893 -0.693 -0.485 0.457 -1.099 -0.600 0.676 0.515 0.276 -0.464 -0.353 -0.132 -0.582 -0.709 -0.314 -0.174 0.535 -0.263 -0.432 0.090 -0.274 -1.083 -0.282 0.195 -0.636 0.364 -1.256 -0.056 0.233 0.387 0.167 0.367 0.314 0.380 0.341 0.245 0.432 0.217 0.180 0.116 0.181 0.170 0.335 0.298 0.513 0.254 0.123 0.314 0.365 0.456 0.497 0.185 0.615 -0.066 0.229 0.366 0.430 -1.117 -0.204 -0.411 -0.179 -0.983 0.285 0.411 0.271 0.373 0.209 0.352 -0.027 0.401 0.447 0.198



DFT (ωB97M-V with the def2-TZVPD basis set) results for C24H39Cl2N4PTeTl as an isolated structure.

Geometry (Å):
Tl -1.9158 -0.9056 1.3094
N -6.6189 2.9903 -3.2137
C -5.9011 2.4498 -2.4945
C -4.9961 1.7759 -1.6058
C -3.6302 2.0454 -1.6843
C -2.7557 1.3726 -0.8434
C -3.2057 0.4271 0.0791
C -4.5844 0.1979 0.1538
C -5.4771 0.8574 -0.6761
H -3.2675 2.7718 -2.4013
H -1.6971 1.5889 -0.9183
H -4.9637 -0.5231 0.8716
H -6.5415 0.6660 -0.6133
C -3.3904 -1.6997 -2.7543
C -2.5476 -2.7213 -2.0738
N -1.9987 -2.6104 -0.8901
C -1.3517 -3.7981 -0.6443
C -1.5065 -4.6377 -1.7005
N -2.2714 -3.9385 -2.6130
H -3.0260 -0.7028 -2.5174
H -4.4241 -1.7603 -2.4100
H -3.3777 -1.8328 -3.8373
H -0.8441 -3.9658 0.2917
H -1.1605 -5.6381 -1.8876
H -2.5915 -4.2652 -3.5049
Te -2.5627 -2.4978 3.2382
Cl -2.1996 3.0351 2.0940
C -1.1661 4.0856 3.0533
Cl -1.9276 5.6509 3.4219
H -0.2607 4.2890 2.4939
H -0.9467 3.5956 3.9945
C 2.1956 -2.7887 0.9821
C 2.5893 -1.6192 0.0574
C 2.1641 -2.0216 -1.3617
C 4.1133 -1.4627 0.0693
P 1.5440 -0.1090 0.5564
N 0.0994 -0.5303 0.7728
C 1.7102 1.1956 -0.8199
C 1.2233 2.5286 -0.2325
C 0.7289 0.8201 -1.9448
C 3.0976 1.4206 -1.4279
C 2.3161 0.6354 2.1228
C 2.4978 -0.5032 3.1372
C 3.6502 1.3691 1.9624
C 1.2929 1.6017 2.7432
H 2.3255 -3.7315 0.4434
H 1.1537 -2.7109 1.2960
H 2.8201 -2.8366 1.8723
H 2.5769 -3.0112 -1.5789
H 2.5464 -1.3378 -2.1189
H 1.0783 -2.0826 -1.4464
H 4.5645 -2.3818 -0.3208
H 4.5064 -1.3192 1.0756
H 4.4632 -0.6391 -0.5550
H 0.2760 2.4073 0.2956
H 1.0709 3.2377 -1.0519
H 1.9509 2.9717 0.4477
H -0.1870 0.3991 -1.5287
H 1.1514 0.0974 -2.6386
H 0.4840 1.7191 -2.5190
H 3.8551 1.6698 -0.6840
H 3.0452 2.2576 -2.1333
H 3.4454 0.5528 -1.9888
H 3.3144 -1.1723 2.8736
H 1.5823 -1.0862 3.2484
H 2.7401 -0.0627 4.1086
H 4.4237 0.7555 1.4994
H 4.0153 1.6599 2.9535
H 3.5489 2.2842 1.3776
H 0.2811 1.2051 2.6562
H 1.3312 2.5859 2.2773
H 1.5218 1.7301 3.8050

Force components x, y, z for each atom (eV/Å):
0.115 0.141 -0.326
-0.002 -0.013 0.003
-0.058 0.042 -0.021
0.035 0.076 -0.098
0.021 -0.047 0.066
-0.033 0.053 0.025
-0.144 0.032 -0.040
0.093 0.029 -0.035
-0.021 -0.046 0.049
-0.006 0.000 -0.003
-0.024 0.018 0.040
-0.007 -0.002 0.001
0.003 0.002 -0.011
-0.016 -0.014 -0.030
0.019 0.062 -0.002
-0.027 0.024 0.028
0.001 -0.016 0.045
0.019 -0.041 -0.029
0.002 0.053 0.075
0.001 0.004 0.008
-0.008 0.007 -0.001
0.004 -0.010 0.006
0.005 -0.006 0.004
0.007 -0.008 0.002
0.001 -0.029 -0.046
-0.119 -0.383 0.482
-0.007 0.005 -0.035
0.035 0.016 0.034
-0.011 -0.004 -0.002
-0.015 -0.027 0.003
0.001 -0.019 -0.021
-0.007 0.006 -0.003
0.072 0.017 0.035
-0.035 0.018 -0.018
0.039 0.007 0.010
-0.080 -0.199 0.044
0.134 0.299 -0.202
0.086 0.017 -0.016
-0.021 0.052 -0.110
0.026 0.001 0.068
0.043 -0.011 -0.022
0.048 0.033 0.001
-0.022 0.027 0.009
0.063 0.030 0.002
0.030 0.038 0.050
0.017 -0.015 -0.004
-0.018 -0.002 -0.036
-0.033 -0.005 -0.003
0.011 -0.004 -0.017
-0.023 0.005 -0.005
-0.039 0.018 0.008
-0.005 -0.012 0.001
-0.015 0.000 0.009
-0.015 -0.051 0.044
-0.032 0.003 -0.025
-0.015 0.016 -0.012
-0.062 -0.010 -0.102
0.070 -0.033 -0.026
0.017 -0.050 -0.004
-0.020 0.010 -0.018
-0.029 -0.007 -0.014
-0.016 0.011 -0.005
-0.016 0.023 0.010
0.014 0.017 -0.016
-0.012 -0.009 -0.015
0.002 -0.004 0.021
-0.037 0.014 0.018
-0.003 0.004 0.012
0.043 -0.047 0.036
-0.012 -0.028 0.000
-0.044 -0.078 0.098
0.032 0.002 0.030

Properties
total energy = -2859.208216 Ha
LUMO level = 2.37 eV
charge = -1
ΔE to the lowest compared entry with this formula, charge and spin = 10.9 kcal/mol
HOMO-LUMO gap = 5.72 eV

And the Mulliken charges, in e, turn out to be: 0.563 -0.585 -0.103 0.602 -0.485 0.226 -0.030 -0.722 -0.783 0.468 -0.011 0.424 0.449 -0.830 0.162 0.366 -0.565 -0.682 -0.081 -0.029 0.241 0.438 0.378 0.427 0.169 -0.849 -0.058 -0.223 -0.203 0.140 0.306 -1.782 2.236 -2.019 -1.970 0.087 0.282 2.721 -2.190 -2.054 -2.078 2.416 -2.039 -1.914 -1.760 0.542 0.180 0.311 0.714 0.192 0.225 0.528 0.278 0.259 0.365 0.672 0.320 0.243 0.371 0.510 0.256 0.534 0.312 0.297 0.330 0.642 0.247 0.512 0.293 0.105 0.139 0.564